# 1
Density functional theory data (ωB97M-V/def2-TZVPD) for 8 unconnected molecules or ions with the total composition C20H56O12 in a non-equilibrium geometry.

```
! wB97M-V def2-TZVPD RIJCOSX def2/J DEFGRID3
* xyz 0 1
C -0.9432 -1.2276 -5.2348
C -1.5958 -0.7131 -4.0066
C -2.6360 -1.6583 -3.3885
O -0.5528 -0.5057 -3.0342
H -0.0924 -0.5759 -5.3466
H -1.6876 -1.2782 -6.0348
H -0.6960 -2.2698 -5.1269
H -2.0459 0.2194 -4.1838
H -2.1225 -2.5431 -3.0256
H -3.3386 -2.0121 -4.1519
H -3.1892 -1.2010 -2.5660
H -0.9868 -0.2658 -2.1984
C 4.1755 -1.9306 -3.1204
C 2.7249 -1.7785 -3.3537
C 1.8876 -2.9895 -2.8786
O 2.3080 -0.6501 -2.6526
H 4.4189 -2.5159 -2.2293
H 4.6234 -0.9297 -2.9948
H 4.7555 -2.4098 -3.9425
H 2.5326 -1.7103 -4.4357
H 0.8139 -2.7157 -2.9830
H 2.2028 -3.0978 -1.8097
H 2.1636 -3.9271 -3.4936
H 1.3973 -0.5524 -2.9217
C 4.2681 3.1745 -2.8350
C 2.7783 2.8937 -2.5815
C 2.0334 2.4947 -3.8592
O 2.6622 1.8450 -1.6189
H 4.6859 3.4488 -1.8458
H 4.4802 3.9713 -3.4596
H 4.7790 2.3236 -3.3012
H 2.3494 3.7047 -2.0956
H 1.9208 3.3368 -4.5503
H 0.9726 2.1830 -3.7766
H 2.6580 1.7169 -4.2656
H 2.7229 0.9552 -2.1048
C 0.6606 -1.6802 5.3564
C 0.0040 -0.3409 5.2953
C 0.8408 0.7576 5.9240
O -0.4202 0.0129 3.9281
H 0.2455 -2.5466 4.7954
H 0.6572 -2.0088 6.4269
H 1.6859 -1.6149 4.9664
H -0.9699 -0.3365 5.8265
H 0.3422 1.6501 5.7378
H 1.8297 0.8387 5.4057
H 1.0716 0.6173 6.9875
H 0.2946 0.1722 3.3158
C -5.1614 0.2649 0.6357
C -6.5321 0.8555 0.7753
O -7.4209 0.4328 -0.3000
O -4.5255 0.6694 -0.5563
H -5.2839 -0.8486 0.5801
H -4.5992 0.6080 1.4929
H -6.6776 1.9328 0.7577
H -6.9255 0.4853 1.7047
H -7.9242 -0.3705 -0.0816
H -5.1044 0.9183 -1.3107
C -3.7751 1.7935 4.4708
C -4.0228 0.3207 4.2188
O -3.2002 -0.2820 3.2076
O -2.4984 2.0069 5.0507
H -4.5112 2.2734 5.2034
H -3.8084 2.2092 3.4806
H -5.0661 0.2477 3.8245
H -4.0981 -0.2359 5.1611
H -2.2532 -0.2578 3.6247
H -1.8009 1.7155 4.4587
C 4.6735 -0.1685 0.8040
C 3.9942 -1.5279 0.9065
O 3.4198 -1.9438 -0.2479
O 3.8227 1.0010 0.7742
H 5.3894 -0.1529 -0.0624
H 5.3055 -0.0536 1.6850
H 3.2999 -1.4982 1.7354
H 4.6180 -2.3406 1.1574
H 2.6682 -1.2739 -0.4339
H 3.6225 1.3712 -0.0776
C 0.4939 0.0624 0.5409
C -0.9529 0.5266 0.4421
O -1.5276 0.0558 -0.7693
O 1.0565 0.5869 1.7624
H 1.1256 0.3498 -0.3050
H 0.5243 -1.0352 0.6131
H -0.9934 1.6137 0.4966
H -1.4549 0.1014 1.2699
H -2.4846 0.2685 -0.8498
H 1.9188 0.9875 1.6021
*
```

Summary:
ΔE to the lowest compared entry with this formula, charge and spin   0.0 kcal per mole
Structure (SMILES)   CC(C)O.CC(C)O.CC(C)O.CC(C)O.OCCO.OCCO.OCCO.OCCO
Electronic energy   -1698.39811 hartree
E_HOMO   -9.71 eV

Atomic charges from the Löwdin analysis, expressed in e, are listed below: C -0.05; C -0.48; C -0.03; O -0.10; H 0.08; H 0.09; H 0.08; H 0.12; H 0.08; H 0.08; H 0.06; H 0.02; C -0.07; C -0.52; C -0.03; O -0.08; H 0.07; H 0.09; H 0.09; H 0.14; H 0.07; H 0.07; H 0.11; H 0.05; C -0.04; C -0.45; C -0.04; O -0.11; H 0.09; H 0.04; H 0.08; H 0.11; H 0.08; H 0.09; H 0.07; H 0.08; C -0.07; C -0.46; C -0.04; O -0.10; H 0.09; H 0.10; H 0.08; H 0.14; H 0.05; H 0.10; H 0.09; H 0.04; C -0.23; C -0.22; O -0.09; O -0.09; H 0.15; H 0.09; H 0.13; H 0.11; H 0.09; H 0.11; C -0.24; C -0.27; O -0.11; O -0.07; H 0.15; H 0.10; H 0.11; H 0.12; H 0.09; H 0.05; C -0.19; C -0.29; O -0.09; O -0.08; H 0.13; H 0.11; H 0.11; H 0.11; H 0.11; H 0.03; C -0.18; C -0.17; O -0.08; O -0.09; H 0.10; H 0.13; H 0.14; H 0.09; H 0.09; H 0.07

# 2
Density functional theory data (ωB97M-V/def2-TZVPD) for a molecular structure, C20H57CdN3O11 in a non-equilibrium geometry.

```
! wB97M-V def2-TZVPD RIJCOSX def2/J DEFGRID3
* xyz 0 1
Cd -0.8399 -4.7097 -0.8051
C -0.3726 -1.5403 -0.3799
O -1.2177 -2.6606 -0.4906
H -0.9788 -0.6329 -0.4948
H 0.0257 -1.5241 0.6463
H 0.4230 -1.6486 -1.1233
C 0.8006 -4.6824 2.0035
O -0.3971 -5.0294 1.3807
H 0.7571 -4.6723 3.0973
H 1.6145 -5.3730 1.7366
H 1.1138 -3.6810 1.6685
C -5.7491 2.9026 -0.3464
O -4.3796 3.2012 -0.2270
C -3.5277 2.1308 -0.5008
C -2.0563 2.5129 -0.7351
N -1.7014 3.3336 -1.8886
C -2.4949 4.5547 -2.0976
C -2.3528 5.6218 -1.0389
O -3.1280 6.7104 -1.4778
C -3.1286 7.7501 -0.5308
H -6.0200 2.6417 -1.3741
H -6.3051 3.8259 -0.1732
H -6.0896 2.1744 0.3924
H -3.8599 1.5309 -1.3627
H -3.5312 1.3548 0.2795
H -1.5686 1.5387 -0.7890
H -1.6553 3.0973 0.0960
H -1.7349 2.8483 -2.7745
H -3.5463 4.2627 -2.1980
H -2.2374 4.9767 -3.0716
H -1.2809 5.8616 -1.0200
H -2.5688 5.1410 -0.0796
H -3.6275 8.6426 -0.9000
H -2.0956 7.9934 -0.2481
H -3.6012 7.4321 0.4073
C 4.6977 1.2624 2.8375
O 3.4957 0.5188 2.8701
C 2.6507 0.8654 3.9680
C 1.4110 -0.0414 3.9334
N 0.1969 0.7700 4.1149
C -0.2950 1.3177 2.8342
C -1.7946 1.4708 2.8886
O -2.4295 0.2040 2.9242
C -3.8524 0.2721 3.0086
H 5.5264 0.6267 3.1596
H 4.6371 2.1246 3.5081
H 4.9168 1.6749 1.8511
H 2.3714 1.9154 3.8541
H 3.1499 0.7480 4.9346
H 1.5090 -0.8795 4.6278
H 1.3664 -0.6205 3.0001
H -0.4524 0.0305 4.3859
H -0.0868 0.8097 1.8860
H 0.1809 2.3007 2.8193
H -2.1315 2.0313 2.0091
H -2.1497 2.1072 3.7074
H -4.1623 0.4853 4.0299
H -4.1762 -0.6899 2.6099
H -4.2509 0.9724 2.2681
C 1.7891 -3.7572 -6.5524
O 2.2652 -3.9255 -5.2399
C 2.7160 -2.7271 -4.6340
C 3.8654 -2.9922 -3.6424
N 3.3588 -2.9567 -2.2930
C 3.2250 -1.5730 -1.7335
C 3.2651 -1.7295 -0.1895
O 4.6319 -2.1128 0.0241
C 5.2363 -1.5477 1.1615
H 0.9818 -3.0207 -6.5371
H 1.5068 -4.6961 -7.0268
H 2.6043 -3.4310 -7.2136
H 1.8898 -2.1891 -4.1508
H 3.0124 -2.0194 -5.4173
H 4.6259 -2.2446 -3.9053
H 4.2990 -3.9599 -3.8981
H 4.0787 -3.2866 -1.6496
H 2.2629 -1.2473 -2.1351
H 3.9995 -0.8537 -2.0056
H 2.5057 -2.3083 0.3305
H 3.1627 -0.6827 0.1193
H 4.6963 -1.9472 2.0271
H 5.2882 -0.4587 1.2580
H 6.2741 -1.8808 1.2058
O 1.1293 -4.4939 -1.6463
H 1.7439 -5.2032 -1.8708
H 1.4002 -3.7524 -2.2202
O -4.2694 -2.3292 -0.7595
H -3.3542 -2.0106 -0.7309
H -4.3161 -2.9670 -0.0378
O -2.4554 -2.9364 2.1014
H -2.5783 -2.0073 2.3220
H -1.8571 -2.9146 1.3284
*
```

Summary:
Electronic energy   -1955.54934 hartree
E_HOMO   -7.92 eV

Atomic charges from the Löwdin analysis, expressed in e, are listed below: Cd 1.41; C -0.24; O -0.54; H 0.06; H 0.06; H 0.04; C -0.32; O -0.48; H 0.07; H 0.05; H 0.03; C -0.10; O -0.19; C -0.24; C -0.20; N -0.06; C -0.21; C -0.25; O -0.17; C -0.12; H 0.09; H 0.09; H 0.09; H 0.13; H 0.10; H 0.10; H 0.10; H 0.10; H 0.11; H 0.12; H 0.13; H 0.12; H 0.09; H 0.09; H 0.09; C -0.13; O -0.22; C -0.20; C -0.20; N -0.05; C -0.20; C -0.23; O -0.21; C -0.07; H 0.09; H 0.09; H 0.09; H 0.11; H 0.12; H 0.12; H 0.11; H 0.10; H 0.11; H 0.12; H 0.09; H 0.13; H 0.10; H 0.09; H 0.07; C -0.12; O -0.20; C -0.22; C -0.19; N -0.08; C -0.17; C -0.18; O -0.21; C -0.10; H 0.09; H 0.09; H 0.09; H 0.12; H 0.12; H 0.12; H 0.12; H 0.11; H 0.09; H 0.12; H 0.10; H 0.12; H 0.10; H 0.06; H 0.09; O -0.15; H 0.07; H 0.04; O -0.09; H -0.01; H 0.02; O -0.08; H -0.01; H -0.03